Record 1
This record from the Open Molecules 2025 dataset describes a structure of composition C40H52N3O3S2SiTi. The level of theory is ωB97M-V/def2-TZVPD.

Last column: Mulliken charge in e.
Positions of all 102 atoms, in Å:
Ti -0.86703 -0.87937 -0.47158  0.758
N -1.36770 -0.76242 -2.79970  -0.359
C -1.69113 -2.12870 -3.26733  -0.597
C -2.55315 -2.87292 -2.25278  -0.981
N -2.00007 -2.72627 -0.89659  0.277
C -1.53356 -3.91711 -0.16314  -1.165
C -0.31867 -3.57806 0.70584  0.389
N -0.43414 -2.24491 1.34021  -0.361
H -0.56297 -0.42599 -3.31854  0.171
H -2.12984 -0.12289 -3.00529  0.215
H -2.19571 -2.12301 -4.23701  0.468
H -0.74628 -2.65576 -3.39742  0.194
H -3.56988 -2.47384 -2.26730  0.417
H -2.61949 -3.92566 -2.53416  0.436
H -2.68595 -2.23960 -0.32359  0.273
H -2.34468 -4.34161 0.43732  0.292
H -1.23560 -4.68264 -0.88112  0.439
H -0.15776 -4.37376 1.43754  0.662
H 0.56479 -3.54110 0.07047  -0.641
H -0.99757 -2.29610 2.18393  0.330
H 0.49492 -1.95973 1.65084  -0.265
O 1.08554 -0.93482 -0.99101  1.740
Si 2.59722 -1.42994 -0.75377  -1.320
C 2.89311 -1.80629 1.07669  0.164
C 2.81503 -0.78146 2.02897  0.571
C 2.89669 -1.04437 3.38914  -0.822
C 3.06519 -2.35043 3.83335  -0.620
C 3.16270 -3.38137 2.91076  -0.860
C 3.07918 -3.10788 1.54996  -0.092
C 2.94506 -3.01100 -1.70444  0.124
C 4.24099 -3.51906 -1.82601  -0.414
C 4.48952 -4.69971 -2.51034  -0.739
C 3.44086 -5.39947 -3.09400  -0.743
C 2.14647 -4.91211 -2.99065  -0.616
C 1.90976 -3.72970 -2.30102  0.450
C 3.81130 -0.10391 -1.28838  0.874
C 4.93827 0.23696 -0.53848  -0.230
C 5.82186 1.21921 -0.97037  -0.697
C 5.59363 1.87983 -2.16810  -0.548
C 4.48437 1.54939 -2.93718  -0.684
C 3.60912 0.56691 -2.49858  -0.459
H 2.69287 0.24353 1.69761  0.332
H 2.83986 -0.23275 4.10427  0.447
H 3.13522 -2.55999 4.89308  0.411
H 3.31168 -4.39915 3.24922  0.452
H 3.15968 -3.92743 0.84337  0.338
H 5.07445 -2.98092 -1.38495  0.377
H 5.50182 -5.07393 -2.59400  0.423
H 3.63513 -6.31885 -3.63107  0.382
H 1.32731 -5.45150 -3.45137  0.454
H 0.89876 -3.34504 -2.22115  -0.348
H 5.12987 -0.26445 0.40407  0.394
H 6.68996 1.46668 -0.37256  0.433
H 6.28272 2.64235 -2.50800  0.406
H 4.31238 2.04940 -3.88270  0.456
H 2.75558 0.30491 -3.11669  0.353
C -4.03892 -0.97242 4.06973  -1.137
C -4.16909 -0.96032 2.55328  -0.621
S -2.86731 0.04237 1.80734  0.895
O -2.91323 -0.31816 0.31978  -0.686
C -3.59384 1.67734 1.90305  0.920
C -4.82908 1.87549 1.04387  -1.519
H -4.81398 -1.60259 4.50335  0.413
H -4.15476 0.02661 4.49175  0.299
H -3.06974 -1.35916 4.38579  0.295
H -5.14154 -0.59570 2.22448  0.373
H -4.02331 -1.95248 2.12253  0.326
H -2.77670 2.33060 1.59351  -1.075
H -3.77133 1.85913 2.96507  0.607
H -4.66467 1.48377 0.04057  0.187
H -5.03370 2.94325 0.96636  0.432
H -5.71348 1.39805 1.46367  0.401
O -0.42369 1.04170 0.61979  -1.009
S 0.85812 1.75096 0.21351  0.728
C 0.80411 3.44368 0.93342  -1.796
C -0.38627 3.76983 1.78686  0.491
C -0.46684 3.30457 3.09695  -0.025
C -1.50705 3.70445 3.92202  -0.800
C -2.48331 4.56890 3.44223  -0.554
C -2.42362 5.01519 2.12986  -0.734
C -1.38133 4.61431 1.30409  -0.137
C 0.62736 2.19952 -1.52982  -0.674
C -0.56317 3.06709 -1.80695  0.413
C -1.86389 2.61465 -1.58268  0.576
C -2.94579 3.44948 -1.82182  -1.158
C -2.74830 4.74214 -2.28908  -0.687
C -1.45879 5.19830 -2.51962  -0.838
C -0.37539 4.36468 -2.27800  -0.459
H 0.88019 4.14838 0.10730  0.487
H 1.72188 3.50294 1.51936  0.792
H 0.30579 2.64860 3.48221  0.487
H -1.54464 3.35739 4.94685  0.453
H -3.28276 4.89941 4.09301  0.431
H -3.17801 5.69268 1.75043  0.461
H -1.32846 4.97833 0.28463  0.412
H 0.59311 1.22668 -2.02086  -0.559
H 1.56521 2.68112 -1.81735  0.809
H -2.03256 1.61493 -1.19881  0.707
H -3.95068 3.08773 -1.64290  0.447
H -3.59525 5.38830 -2.47886  0.436
H -1.29318 6.20116 -2.89062  0.409
H 0.63018 4.72489 -2.46557  0.437

Calculated values
LUMO (spin up / spin down) = -0.0697 / -0.0699 hartree
frontier orbital gap (spin up / spin down) = 6.13 / 8.92 eV
multiplicity = 3
energy above the lowest of the compared OMol25 structures with the same formula, charge and spin = 104.70 kJ/mol
DFT total energy = -3880.723822 hartree
charge = +1
<S²> = 2.0023
HOMO (spin up / spin down) = -8.0 / -10.8 eV

---

Record 2
This record from the Open Molecules 2025 dataset describes a structure of composition C40H53ClN3O4PS2V. The level of theory is ωB97M-V/def2-TZVPD.

Last column: Mulliken charge in e.
Positions of all 105 atoms, in Å:
V -2.17526 0.19800 1.74851  -0.014
S -3.54746 1.52865 3.15926  -0.665
C -3.33741 3.06547 2.36982  0.786
C -3.64467 4.23755 3.13713  -0.100
N -3.90027 5.15878 3.77826  -0.583
C -2.94675 3.18201 1.07522  0.336
S -2.60498 1.80400 0.06553  -0.354
C -2.85579 4.47199 0.45654  -0.299
N -2.79663 5.49573 -0.06737  -0.619
C -1.46655 -1.25414 4.51732  -1.467
N -2.41208 -1.40514 3.40788  1.293
C -3.77076 -1.48965 3.96396  -1.462
C -2.13128 -2.64553 2.65706  -1.327
C -2.93902 -2.65417 1.38473  1.302
C -3.45113 -3.83453 0.86368  -0.716
C -4.16244 -3.81188 -0.32999  -0.609
C -4.36666 -2.60342 -0.97986  -0.730
C -3.86033 -1.42463 -0.43761  0.240
C -3.13126 -1.41419 0.75375  0.110
H -1.55028 -2.09598 5.21805  0.426
H -1.68509 -0.32839 5.04732  0.420
H -0.44836 -1.21130 4.13619  0.106
H -3.86055 -2.38409 4.59549  0.318
H -4.49913 -1.54288 3.15808  0.306
H -3.97717 -0.61197 4.57214  0.490
H -2.34740 -3.52266 3.28514  0.619
H -1.06470 -2.64687 2.42533  0.113
H -3.29570 -4.77413 1.38539  0.398
H -4.56360 -4.72927 -0.74405  0.365
H -4.92889 -2.57619 -1.90667  0.419
H -4.04768 -0.48824 -0.95413  0.422
C 3.60974 -1.22036 4.40054  -1.767
C 2.55381 -0.41897 5.10979  1.084
C 2.11534 -0.79789 6.37503  -0.744
C 1.17399 -0.03917 7.04600  0.390
Cl 0.64031 -0.55161 8.62807  -0.265
C 0.65447 1.11788 6.49369  -0.707
C 1.07536 1.49925 5.23049  -0.196
C 2.00451 0.73262 4.54014  0.071
O 2.42127 1.16532 3.30025  -0.640
C 1.84686 0.44442 2.21029  -0.313
C 0.33457 0.53566 2.16985  1.261
O -0.28743 1.54542 2.51037  -0.623
O -0.29778 -0.51447 1.77313  -0.513
H 4.27511 -1.69561 5.12142  0.511
H 4.19950 -0.58433 3.74207  0.361
H 3.16985 -2.01046 3.78814  0.261
H 2.52274 -1.68360 6.84600  0.432
H -0.07800 1.70095 7.03433  0.455
H 0.67256 2.37668 4.74514  0.431
H 2.12346 -0.61129 2.24137  0.136
H 2.22608 0.87640 1.28694  0.032
O 1.50479 0.60389 -0.76561  -0.124
P 0.98746 0.48721 -2.16233  -0.352
C -0.04280 -1.01556 -2.35763  1.119
C -0.33162 -1.47827 -3.80741  -1.017
C -0.46821 -3.00062 -3.89629  -1.133
C -1.30048 -3.51558 -2.72842  -0.484
C -0.58258 -3.27549 -1.38703  0.542
C 0.46748 -2.16140 -1.47009  -1.114
C -0.12159 1.85567 -2.60396  1.534
C 0.35529 3.19864 -2.02472  -0.430
C -0.51516 4.31357 -2.59300  -0.699
C -0.29128 4.47215 -4.10764  -0.934
C 0.16974 3.16182 -4.75924  -0.622
C -0.50356 1.96172 -4.10097  -1.037
C 2.36747 0.46022 -3.37905  0.509
C 3.32976 1.63390 -3.05299  -0.773
C 4.78253 1.26617 -3.33514  -1.137
C 5.24084 0.12202 -2.42427  -0.815
C 4.13206 -0.93009 -2.22901  -0.182
C 3.13349 -0.87782 -3.38139  -1.364
H -0.99356 -0.70208 -1.90506  0.099
H 0.43939 -1.14054 -4.50324  0.316
H -1.26503 -1.02116 -4.14561  0.346
H 0.52177 -3.46909 -3.87856  0.326
H -0.92024 -3.27069 -4.85381  0.572
H -1.53563 -4.57468 -2.85216  0.489
H -2.25976 -2.98979 -2.72669  0.007
H -0.09624 -4.19512 -1.04937  0.584
H -1.31948 -3.01563 -0.62557  -0.994
H 1.40877 -2.55507 -1.86284  0.258
H 0.68338 -1.77225 -0.47495  0.053
H -1.02576 1.60268 -2.04104  -1.096
H 1.40583 3.39138 -2.26230  0.310
H 0.28237 3.15179 -0.93801  0.195
H -0.32668 5.25464 -2.07623  0.472
H -1.56040 4.07061 -2.38728  0.153
H 0.44942 5.25237 -4.30201  0.321
H -1.21926 4.80485 -4.57995  0.364
H 1.25428 3.05868 -4.66157  -0.012
H -0.03844 3.17673 -5.83190  0.556
H -0.26191 1.04747 -4.64666  0.441
H -1.58828 2.07620 -4.18323  0.512
H 1.93009 0.61772 -4.36902  0.898
H 3.23643 1.90017 -1.99640  0.244
H 3.04418 2.51637 -3.62713  0.292
H 5.42213 2.13930 -3.18865  0.478
H 4.89149 0.98158 -4.38629  0.322
H 5.52891 0.52998 -1.45269  0.354
H 6.13726 -0.34115 -2.84506  0.286
H 3.59350 -0.73802 -1.29848  -0.201
H 4.56558 -1.92905 -2.14656  0.616
H 2.44730 -1.72161 -3.33865  0.248
H 3.66797 -0.97852 -4.33209  0.521

Calculated values
LUMO (spin up / spin down) = 0.0846 / 0.0846 hartree
frontier orbital gap (spin up / spin down) = 7.31 / 7.29 eV
multiplicity = 3
energy above the lowest of the compared OMol25 structures with the same formula, charge and spin = 0.00 kJ/mol
DFT total energy = -4563.405319 hartree
charge = -1
<S²> = 2.0231
HOMO (spin up / spin down) = -5.0 / -5.0 eV